[1]
{
  "formula": "C29H21N2O6SY",
  "method": "wB97M-V/def2-TZVPD",
  "e_homo_ev": -0.925,
  "total_energy_ev": -57559.855,
  "charge": -2,
  "de_lowest_kcal_mol": 48.6,
  "symbols": ["Y", "O", "C", "C", "O", "C", "C", "O", "C", "O", "O", "C", "C", "C", "C", "C", "C", "C", "C", "S", "C", "N", "C", "C", "C", "C", "C", "C", "C", "C", "H", "H", "H", "H", "H", "H", "H", "H", "H", "H", "H", "H", "H", "H", "H", "H", "O", "C", "N", "C", "C", "C", "C", "C", "C", "H", "H", "H", "H", "H"],
  "coordinates": [[-0.38519, -0.28566, -0.03553], [-5.23903, -1.82243, 3.72003], [-4.28759, -1.53995, 3.02576], [-3.92421, -0.16597, 2.52543], [-4.48236, 0.87480, 2.82614], [-2.77175, -0.36109, 1.64770], [-2.34192, -1.71811, 1.68636], [-1.30184, -2.12284, 1.05662], [-3.24810, -2.50548, 2.52112], [-3.17892, -3.69026, 2.80298], [-2.16878, 0.52237, 0.93506], [0.46367, -3.55237, 5.71294], [0.29367, -2.03727, 5.51918], [0.47792, -1.31572, 6.86343], [-1.13282, -1.78735, 5.03184], [1.34176, -1.53787, 4.52383], [2.69860, -1.70862, 4.82379], [3.68836, -1.28857, 3.94791], [3.31425, -0.68334, 2.76385], [4.33565, -0.05038, 1.49988], [2.88074, 0.46968, 0.59891], [1.73427, 0.12035, 1.21501], [1.96623, -0.48682, 2.43146], [0.98730, -0.92566, 3.32960], [3.01176, 1.17207, -0.59455], [4.22432, 1.16735, -1.33890], [4.31657, 1.68162, -2.59142], [3.14911, 2.22880, -3.22172], [1.97322, 2.31256, -2.56937], [1.87423, 1.90090, -1.18160], [-0.29075, -3.93393, 6.40625], [1.44935, -3.80243, 6.10890], [0.33959, -4.06392, 4.75699], [-0.28258, -1.64552, 7.57616], [0.37548, -0.23776, 6.72281], [1.46055, -1.51078, 7.29659], [-1.84450, -2.13802, 5.78193], [-1.33600, -2.32848, 4.10726], [-1.32265, -0.72530, 4.86269], [2.99874, -2.17640, 5.75302], [4.73672, -1.42776, 4.18455], [-0.05272, -0.77826, 3.06550], [5.08430, 0.68157, -0.89106], [5.24866, 1.62009, -3.13887], [3.21356, 2.57221, -4.24715], [1.08113, 2.69218, -3.05117], [-0.08502, 2.55966, 0.19258], [0.72929, 2.04781, -0.50611], [-0.34405, -0.50314, -2.01089], [-0.87044, 0.20059, -3.00761], [-1.61332, 1.42012, -2.81131], [-2.13370, 2.15160, -3.85988], [-1.97491, 1.74207, -5.18378], [-1.27588, 0.55640, -5.41787], [-0.74132, -0.18660, -4.38627], [-1.78693, 1.75035, -1.79052], [-2.68617, 3.06266, -3.64515], [-2.39295, 2.31954, -6.00048], [-1.14974, 0.20631, -6.44035], [-0.19442, -1.09929, -4.59533]],
  "forces_ev_per_angstrom": [[0.68, -0.59, 0.97], [-0.02, 0.02, 0.04], [-0.19, -0.09, 0.14], [0.06, 0.21, -0.04], [-0.06, 0.00, -0.02], [-0.10, -0.37, 0.02], [-0.15, 0.31, -0.07], [-0.01, 0.07, 0.02], [0.16, -0.15, -0.03], [-0.03, -0.04, -0.03], [-0.70, 0.19, 0.44], [0.00, 0.04, -0.02], [-0.08, -0.03, 0.06], [0.02, -0.02, -0.08], [0.05, 0.02, -0.02], [-0.02, -0.03, 0.07], [0.10, 0.01, -0.04], [-0.06, -0.01, 0.02], [0.01, 0.08, -0.13], [-0.18, 0.00, -0.05], [0.33, -0.02, 0.03], [0.12, 0.29, -0.18], [0.18, -0.25, 0.24], [-0.04, 0.12, -0.17], [-0.24, 0.02, 0.20], [0.05, 0.07, -0.13], [0.26, -0.15, 0.19], [-0.23, 0.08, 0.05], [-0.10, 0.06, -0.29], [0.07, -0.50, 0.16], [0.00, 0.02, -0.01], [0.02, 0.01, 0.01], [-0.02, -0.02, 0.02], [0.00, -0.01, -0.01], [0.00, 0.00, 0.04], [0.01, 0.01, 0.00], [-0.01, -0.02, -0.01], [0.05, 0.01, 0.07], [-0.01, 0.00, 0.01], [-0.05, -0.02, 0.02], [-0.02, -0.02, 0.03], [0.02, -0.03, 0.05], [0.04, 0.01, -0.05], [-0.01, 0.01, 0.01], [-0.05, 0.00, 0.00], [0.02, -0.04, -0.04], [-0.09, -0.50, -0.13], [0.47, 1.20, 0.09], [-0.36, 0.18, -0.84], [0.06, -0.18, -0.54], [0.14, -0.19, -0.04], [0.00, 0.02, -0.08], [-0.07, 0.11, -0.03], [0.04, -0.04, -0.02], [-0.03, 0.13, 0.04], [-0.05, 0.06, -0.01], [0.00, -0.01, 0.02], [0.01, -0.01, 0.00], [0.01, 0.01, 0.01], [0.00, -0.02, 0.03]],
  "mulliken_charge": [0.910, -0.678, 0.564, -0.069, -0.714, 0.809, 1.140, -1.141, 0.214, -0.728, -0.779, -1.789, 2.369, -1.800, -2.263, 0.041, -0.440, -1.318, 1.043, -0.492, 0.852, -0.314, -0.921, 0.499, 0.952, -1.041, -0.826, -0.385, -0.993, 1.144, 0.442, 0.377, 0.374, 0.433, 0.398, 0.360, 0.535, 0.292, 0.413, 0.360, 0.354, 0.230, 0.248, 0.342, 0.388, 0.346, -0.491, -0.296, -0.929, 0.271, -0.014, -0.727, -0.466, -0.305, -0.490, 0.398, 0.326, 0.350, 0.303, 0.332]
}


[2]
{
  "formula": "CH10IN2Pb",
  "method": "wB97M-V/def2-TZVPD",
  "e_homo_ev": [-0.345, 0.073],
  "total_energy_ev": -17527.441,
  "charge": -1,
  "de_lowest_kcal_mol": 14.6,
  "symbols": ["C", "Pb", "N", "N", "H", "H", "H", "H", "H", "H", "H", "H", "H", "H", "I"],
  "coordinates": [[-2.12202, -0.47808, 2.33955], [0.18767, 1.58110, -1.21107], [2.03542, 0.63192, -2.39217], [-0.85012, -0.73670, -1.44353], [2.24684, -0.03601, -1.60888], [-3.10117, -0.05446, 2.18206], [-1.58231, 0.04199, 3.14135], [-1.54966, -0.42515, 1.39603], [-2.19900, -1.54405, 2.59582], [-0.08448, -1.38618, -1.66128], [-1.51262, -0.78144, -2.21689], [-1.32075, -1.13924, -0.61681], [1.74917, 0.08919, -3.20989], [2.89639, 1.14732, -2.56942], [1.59792, 0.06976, 0.75181]],
  "forces_ev_per_angstrom": [[0.71, -0.54, -0.28], [-1.37, 2.72, -0.81], [0.78, -1.53, 0.26], [-0.30, -1.58, 0.21], [0.04, 0.48, -1.00], [-0.32, 0.13, 0.06], [-0.15, -0.08, -0.36], [-0.16, 0.23, 0.61], [-0.12, 0.30, 0.04], [-0.22, 0.09, -0.01], [0.13, 0.19, -0.02], [0.18, 0.20, -0.25], [0.19, 0.34, 0.05], [-0.18, 0.12, -0.18], [0.79, -1.08, 1.69]],
  "nbo_charge": [-0.850, -0.193, -1.181, -1.152, 0.392, 0.201, 0.217, 0.227, 0.199, 0.367, 0.370, 0.362, 0.370, 0.380, -0.708]
}


[3]
{
  "formula": "C2H3NO2",
  "method": "wB97M-V/def2-TZVPD",
  "e_homo_ev": -9.239,
  "total_energy_ev": -7704.359,
  "charge": 0,
  "smiles": "O=C1CON1",
  "de_lowest_kcal_mol": 80.3,
  "symbols": ["O", "C", "C", "O", "N", "H", "H", "H"],
  "coordinates": [[1.96728, -0.33826, -0.05227], [0.82225, -0.02149, 0.07872], [-0.57471, -0.79368, -0.04528], [-1.16847, 0.51416, -0.12781], [0.03619, 1.15419, 0.12989], [-0.44099, -1.27583, -0.97536], [-0.79334, -1.49263, 0.74862], [0.15181, 2.25354, 0.24349]],
  "forces_ev_per_angstrom": [[-0.34, 0.73, 0.55], [-1.45, -0.06, -0.18], [3.03, 1.58, 0.13], [-2.23, -0.58, 0.40], [2.97, 1.95, 0.54], [-0.78, -0.60, -1.26], [-0.63, 0.38, 0.39], [-0.57, -3.39, -0.58]],
  "nbo_charge": [-0.557, 0.656, -0.187, -0.362, -0.386, 0.202, 0.211, 0.423]
}